This record from the Open Molecules 2025 dataset describes a gas-phase ion, C3H6N3O (charge +1). The level of theory is the ωB97M-V functional and the def2-TZVPD basis.

Geometry as XYZ:
```
13
Properties=species:S:1:pos:R:3:forces:R:3
O 0.814 2.704 0.317 -1.188 -1.301 0.020
N 0.281 -0.431 -0.167 2.612 -1.857 0.254
N 0.330 1.626 0.215 0.628 1.984 0.090
N 1.589 0.019 -0.079 -1.402 1.729 -0.015
C -0.481 0.639 0.020 0.563 1.411 -0.238
C -1.943 0.642 -0.112 -0.574 0.139 -1.242
C 2.789 -0.353 -0.070 -2.784 -0.340 -0.694
H 3.496 0.365 -0.252 1.597 2.292 0.414
H -2.314 1.253 -0.948 0.517 0.088 0.246
H 3.145 -1.297 -0.188 0.565 -3.142 -0.024
H -2.462 0.960 0.757 -0.304 0.171 0.948
H -0.037 -1.348 -0.369 -0.129 -0.911 -0.027
H -2.235 -0.365 -0.385 -0.101 -0.263 0.268
```
Positions in Å, forces in eV/Å.

Energy above the lowest of the compared OMol25 structures with the same formula, charge and spin = 136.19 kcal per mole
2S+1 = 1
Kohn-Sham gap (spin up / spin down) = 8.11 / 8.11 eV
SMILES string = C=N/[NH+]=C(/C)N=O
Charge = +1
Lowest unoccupied orbital energy (spin up / spin down) = -0.2158 / -0.2158 Ha
Calculated total energy = -9712.824 eV

These are the Mulliken partial charges, in e, on atoms 1 to 2: atom 1 (O): -0.36, atom 2 (N): -0.06